A structure of composition BCsH4. Source: the Open Molecules 2025 dataset; level of theory: ωB97M-V/def2-TZVPD.

Geometry as XYZ:
```
6
Properties=species:S:1:pos:R:3:mulliken_charge:R:1
Cs -0.1211 -1.9271 1.9842 0.9000
B 0.0249 0.4175 -0.3746 0.2109
H 0.1413 1.5675 -0.7056 -0.2038
H -0.9144 -0.1145 -0.9470 -0.1687
H 0.9942 -0.2139 -0.7648 -0.1838
H -0.1248 0.2706 0.8077 -0.5545
```

As for the total charge: 0. For the electronic energy, the calculation gives -47.312292 hartree.

***

A cluster of 8 separate species, BF4H14O7 in total at a distorted geometry. Source: the Open Molecules 2025 dataset; level of theory: ωB97M-V/def2-TZVPD.

Geometry as XYZ:
```
26
Properties=species:S:1:pos:R:3:lowdin_spin:R:1
B -0.3753 -0.3748 -0.0184 0.0002
F -0.9279 -0.9274 1.1239 -0.0018
F -0.4891 -1.1419 -1.1654 -0.0002
F -0.9121 0.8783 -0.1528 0.0027
F 0.9481 -0.2990 0.1650 0.0132
O 1.0461 1.9870 -1.9052 0.0026
H 1.2003 2.4447 -1.0788 0.0000
H 0.9192 1.0724 -1.6530 -0.0001
O -1.8576 3.7628 -0.6068 0.0000
H -1.3060 3.0596 -0.9495 0.0000
H -2.6984 3.3422 -0.4266 0.0000
O 1.0586 1.0152 3.6368 0.0556
H 0.7944 0.8607 2.7299 -0.0010
H 0.8248 1.9285 3.8027 0.0004
O 0.7689 -2.4573 2.0162 0.5468
H 0.1132 -1.8752 1.6322 0.0086
H 0.8433 -3.1796 1.3925 0.0082
O 3.4739 -0.1594 0.8698 0.3570
H 2.5559 -0.4201 0.7956 0.0029
H 3.5314 0.6594 0.3773 0.0046
O -3.8761 -1.0875 -0.7252 0.0000
H -3.0915 -1.3440 -0.2407 0.0000
H -3.7459 -0.1592 -0.9188 0.0000
O 0.3389 -2.5546 -3.2850 0.0005
H 0.9528 -3.0622 -2.7542 0.0000
H -0.0899 -1.9685 -2.6614 0.0000
```

As for the total charge: 0. For the electronic energy, the calculation gives -959.426106 hartree. Its spin multiplicity is 2.

***

A cluster of 11 separate species, BF4H20O10 in total at a distorted geometry. Source: the Open Molecules 2025 dataset; level of theory: ωB97M-V/def2-TZVPD.

Geometry as XYZ:
```
35
Properties=species:S:1:pos:R:3:lowdin_spin:R:1
B 0.1802 0.3131 -0.3942 -0.0007
F 1.4950 -0.1059 -0.3682 -0.0004
F -0.4119 0.1732 0.8411 -0.0015
F 0.2304 1.5850 -0.7974 0.0000
F -0.5776 -0.4720 -1.2801 0.0014
O 0.9743 3.3341 1.1807 0.0000
H 1.0453 3.1191 2.1108 0.0000
H 0.7502 2.5044 0.7591 0.0000
O -2.7675 -0.1467 3.2129 0.4260
H -2.8346 0.4020 2.4315 0.0014
H -2.0403 0.2297 3.7087 0.0054
O -3.0685 1.3964 1.0353 0.0052
H -2.2874 1.1094 0.5623 -0.0005
H -2.8626 2.2864 1.3212 -0.0002
O 1.3369 0.4010 -4.0066 0.0000
H 1.1303 0.7143 -3.1261 0.0000
H 2.1082 0.9050 -4.2659 0.0000
O 0.6001 -3.2769 -1.9839 0.0313
H 0.3949 -2.4484 -2.4172 0.0002
H -0.1708 -3.4652 -1.4487 -0.0004
O 3.6222 -2.6103 -1.2089 0.0117
H 2.6938 -2.4191 -1.0756 -0.0006
H 3.8448 -3.2209 -0.5062 0.0000
O -1.8019 3.2715 -1.4638 0.0006
H -1.4090 4.1362 -1.5828 0.0000
H -1.0564 2.6844 -1.3384 0.0000
O 0.5775 -2.6635 1.1706 0.1484
H 0.6528 -1.8681 0.6435 0.0000
H 1.0519 -2.4626 1.9773 0.0009
O 2.8080 0.1804 1.9987 0.0002
H 2.4001 0.2238 1.1338 0.0000
H 2.0732 0.0996 2.6068 0.0000
O -2.8841 -1.5767 0.4686 0.3669
H -2.2401 -0.8889 0.2999 0.0001
H -3.5577 -1.4437 -0.1984 0.0045
```

As for the total charge: 0. For the electronic energy, the calculation gives -1188.762156 hartree. Its spin multiplicity is 2.

***

A cluster of 12 separate species, BF4H22O11 in total at a distorted geometry. Source: the Open Molecules 2025 dataset; level of theory: ωB97M-V/def2-TZVPD.

Geometry as XYZ:
```
38
Properties=species:S:1:pos:R:3:nbo_charge:R:1
B 0.5798 -0.1584 -0.9471 1.3527
F -0.3830 -0.4812 -1.9534 -0.5803
F -0.1455 0.0826 0.2173 -0.5731
F 1.5297 -1.1678 -0.7250 -0.5724
F 1.1700 1.0600 -1.2636 -0.5707
O -0.8712 2.6604 -2.7334 -0.9382
H -0.2532 2.0127 -2.9954 0.4742
H -1.7305 2.2938 -2.8532 0.4674
O -0.6344 -1.3994 2.5794 -0.9868
H 0.3317 -1.4549 2.4738 0.5068
H -1.0784 -2.2115 2.4156 0.4724
O 1.2841 1.2204 2.1631 -0.9551
H 1.7825 1.9756 1.8423 0.4615
H 0.6702 0.9834 1.5129 0.4795
O -2.3883 -1.6293 -0.0004 -0.9876
H -1.6519 -1.0311 0.1389 0.4862
H -2.0484 -2.4521 -0.3528 0.4836
O -0.3852 -3.6093 -0.7711 -0.9555
H -0.1521 -3.8972 0.1630 0.4625
H 0.2312 -2.8504 -0.9469 0.4961
O 2.5297 3.5994 -0.4701 -0.9397
H 2.1474 3.6275 0.4191 0.4547
H 2.1767 2.7503 -0.7229 0.4830
O -2.9943 -0.9368 -2.9536 -0.9694
H -2.1210 -0.8166 -2.6037 0.5025
H -3.1961 -0.3960 -3.7461 0.4604
O -2.2082 0.8766 2.0505 -0.9680
H -1.5956 0.1424 2.1531 0.4998
H -2.9718 0.4758 1.6899 0.4723
O 3.7322 0.2468 0.3866 -0.9564
H 3.3259 -0.4187 0.9629 0.4814
H 3.3521 0.1989 -0.4576 0.4715
O 2.0073 -1.7793 1.8389 -0.9573
H 1.9035 -1.6926 0.8884 0.4985
H 1.8952 -2.7296 2.0454 0.4681
O -1.4413 2.6772 0.1747 -0.9785
H -1.4049 2.0299 0.8922 0.4858
H -0.9936 2.1986 -0.5116 0.4680
```

As for the total charge: -1. For the electronic energy, the calculation gives -1265.500572 hartree.

***

A structure of composition BF4H24O12 at a distorted geometry. Source: the Open Molecules 2025 dataset; level of theory: ωB97M-V/def2-TZVPD.

Geometry as XYZ:
```
41
Properties=species:S:1:pos:R:3:nbo_charge:R:1
B -0.2479 -0.1488 -0.0643 1.2498
F -1.0261 -1.3377 -0.1366 -0.4283
F -1.1341 0.8486 -0.3596 -0.4336
F 0.2865 -0.1033 1.2282 -0.4518
F 0.7847 -0.3255 -1.0210 -0.4915
O -0.3575 -2.1022 -1.8610 -0.8945
H -0.6356 -1.6014 -2.6279 0.4636
H -0.3985 -1.4763 -1.1379 0.4384
O 2.0387 -1.2163 0.3359 -0.9034
H 2.6595 -0.5858 -0.0291 0.4408
H 1.1808 -0.8133 0.2024 0.4186
O -0.4655 -3.0942 0.5734 -0.9152
H -1.4212 -3.0574 0.5345 0.4459
H -0.1777 -2.2631 0.1958 0.4305
O -1.9925 2.4185 0.3967 -0.9943
H -2.5455 1.6381 0.4341 0.4425
H -2.0867 2.7365 -0.5012 0.4415
O 0.4273 1.8933 1.8805 -0.9172
H -0.3827 2.2716 2.2225 0.4939
H 0.1370 1.2352 1.2489 0.4284
O 2.3591 1.7031 1.0736 -0.8935
H 1.4930 1.4000 0.8011 0.4497
H 2.9668 1.0746 0.6839 0.4253
O -2.8984 0.5056 0.0413 -0.9484
H -2.1548 0.8385 -0.4612 0.4628
H -2.5981 -0.3355 0.3856 0.4672
O 1.7871 -2.0776 -2.3508 -1.0225
H 0.8554 -2.2943 -2.3185 0.4577
H 1.9211 -1.4836 -1.6122 0.4482
O 1.4029 0.2745 3.1957 -0.9771
H 2.0623 -0.3996 3.0314 0.4511
H 1.3105 0.7291 2.3584 0.4772
O 1.3990 1.7124 -1.0191 -0.8955
H 0.5813 1.2581 -0.8163 0.4290
H 1.7408 1.2589 -1.7897 0.4666
O -1.2747 1.3844 -2.9761 -0.9320
H -1.2666 1.0855 -2.0668 0.4492
H -0.3515 1.4154 -3.2269 0.4723
O -1.4729 -1.3373 1.9477 -0.9319
H -1.3634 -0.5707 2.5104 0.4649
H -1.1420 -1.0577 1.0941 0.4157
```

As for the total charge: -1. For the electronic energy, the calculation gives -1341.067932 hartree.

***

A cluster of 41 separate species, BF4H80O40 in total at a distorted geometry. Source: the Open Molecules 2025 dataset; level of theory: ωB97M-V/def2-TZVPD.

Geometry as XYZ:
```
125
Properties=species:S:1:pos:R:3:mulliken_charge:R:1
B -0.2051 -0.1204 0.1336 0.2324
F -0.2131 0.6967 -0.9615 -0.1745
F 0.7792 -1.1009 0.0025 -0.2400
F -0.0597 0.7256 1.2172 0.0343
F -1.4820 -0.6450 0.3065 0.4188
O -0.9616 6.1052 0.1098 -0.6056
H -0.5299 5.3380 -0.2662 0.3188
H -0.9885 6.7402 -0.6060 0.2746
O 1.3263 -3.3434 2.8482 -0.6578
H 1.8945 -2.9528 2.1842 0.2060
H 1.7940 -3.2101 3.6727 0.2773
O 2.3254 5.0549 3.2929 -0.6954
H 1.4075 4.8607 3.1032 0.3502
H 2.6688 5.4141 2.4748 0.3065
O -1.8148 1.0013 -2.8920 -0.1022
H -0.9077 1.1638 -2.6331 0.1019
H -1.9760 1.6210 -3.6035 -0.0252
O 4.4790 1.9724 -1.5138 -0.7482
H 3.8038 1.2940 -1.5246 0.2254
H 5.0661 1.7154 -0.8028 0.2926
O 3.2350 0.2888 0.5306 0.2720
H 3.9270 -0.3623 0.6466 -0.0268
H 2.4911 -0.2094 0.1920 -0.0754
O -1.7391 4.3325 -4.1113 -0.6704
H -2.2362 3.5805 -4.4331 0.2522
H -0.8316 4.0289 -4.0900 0.4754
O -3.5726 -1.9062 3.6230 -0.6233
H -4.2609 -2.3919 4.0774 0.2306
H -3.9771 -1.6292 2.8008 0.2729
O 5.6263 -1.5493 0.3233 -0.5228
H 6.1775 -1.2665 1.0530 0.2325
H 6.1633 -2.1839 -0.1512 0.2762
O 0.4678 2.8131 -4.3875 -0.6817
H 1.0617 2.1810 -4.7922 0.2861
H 0.9701 3.1839 -3.6620 0.4112
O 3.3120 -3.1912 1.1162 -0.5569
H 4.0074 -2.5428 1.0055 0.2468
H 3.4874 -3.8486 0.4431 0.2022
O -2.1746 -1.5643 -2.4273 0.4132
H -2.3197 -0.6225 -2.5185 0.3173
H -1.4840 -1.6380 -1.7686 -0.3407
O 1.2178 3.1677 0.0402 -0.8140
H 1.1846 3.5193 0.9298 0.1565
H 0.7522 2.3331 0.0945 0.1292
O 1.6447 -5.8337 1.9872 -0.6676
H 1.4784 -4.9769 2.3800 0.5397
H 2.2921 -5.6626 1.3032 0.2470
O -0.1886 -3.5253 -0.8378 0.4527
H -0.6399 -3.8800 -0.0718 0.1481
H 0.0053 -2.6178 -0.6033 -0.2241
O -1.1073 -1.0156 3.2574 -0.3921
H -2.0261 -1.2411 3.4030 0.3297
H -1.1247 -0.3972 2.5270 -0.0930
O 4.0161 -0.4729 3.9930 -0.6789
H 3.6808 0.2497 3.4624 0.3609
H 3.3402 -0.6183 4.6550 0.2860
O 0.8208 -1.1034 5.2619 -0.6006
H 0.1914 -1.1467 4.5420 0.3676
H 0.4598 -0.4463 5.8570 0.2503
O -3.3995 -5.3394 0.7515 -0.6491
H -3.0730 -5.8801 0.0323 0.3141
H -2.6851 -4.7299 0.9371 0.5054
O -4.2957 -1.2491 0.3478 -0.5760
H -4.6686 -0.6985 -0.3407 0.4716
H -3.3505 -1.1155 0.2765 0.1334
O -1.0702 -5.8765 -2.0103 -0.6862
H -1.0128 -4.9294 -1.8841 0.2973
H -0.5630 -6.2462 -1.2876 0.2908
O -4.2525 4.4850 0.5174 -0.6523
H -4.0929 4.9438 -0.3073 0.3013
H -3.8470 3.6264 0.3968 0.3222
O 5.4021 -3.3099 -2.2081 -0.6565
H 5.4257 -2.3612 -2.3331 0.2698
H 4.4794 -3.5081 -2.0483 0.4461
O 2.4794 1.7270 2.6403 -0.1101
H 2.9306 1.5877 1.8077 0.1641
H 1.5767 1.4567 2.4722 -0.0175
O -1.2533 3.0815 4.4332 -0.6497
H -1.6192 2.2365 4.1720 0.3448
H -1.3450 3.0987 5.3858 0.2366
O 2.2031 0.7591 -4.9754 -0.7121
H 2.2748 0.0987 -5.6647 0.2736
H 2.1371 0.2539 -4.1651 0.4221
O 2.8366 -0.7297 -2.9088 -0.3574
H 2.8149 -1.6788 -2.7865 0.0904
H 3.7673 -0.5067 -2.8917 0.2569
O 1.0362 6.0307 -2.8472 -0.6561
H 1.9409 6.3030 -3.0012 0.2870
H 1.0974 5.0963 -2.6483 0.3479
O 2.1259 3.2988 -2.4153 -0.4285
H 1.8685 3.2138 -1.4973 0.4136
H 2.9738 2.8578 -2.4687 0.2461
O -2.0657 -0.9556 -5.4267 -0.6194
H -2.1776 -1.2043 -4.5092 0.2991
H -2.8056 -0.3768 -5.6104 0.2637
O -2.9930 1.5191 0.3194 -0.6036
H -2.2097 1.0913 -0.0266 0.2845
H -2.8947 1.4673 1.2701 0.1261
O -0.2484 5.1133 2.7044 -0.6640
H -0.9986 5.4257 2.1986 0.3151
H -0.5800 4.3515 3.1798 0.3411
O 2.7058 -3.6336 -2.1214 -0.5654
H 2.8350 -4.2389 -2.8516 0.2780
H 1.9143 -3.9492 -1.6853 0.0567
O -1.4645 -3.7237 1.5685 -0.5703
H -1.7891 -2.9024 1.9376 0.0084
H -0.9012 -4.0877 2.2514 0.1944
O -4.3325 -3.8056 -2.7598 -0.6816
H -3.9379 -4.4349 -3.3635 0.2987
H -3.6530 -3.1454 -2.6233 0.2661
O 0.2324 -2.8802 -4.2947 -0.6409
H 0.2900 -2.0396 -4.7490 0.2753
H 0.0214 -2.6500 -3.3899 0.2203
O -3.2724 1.5263 3.2150 -0.4747
H -3.6961 2.3510 2.9771 0.2517
H -3.8269 1.1619 3.9049 0.1924
O -6.4176 -0.8312 2.3897 -0.6570
H -6.7391 0.0690 2.4398 0.3010
H -5.8222 -0.8321 1.6403 0.3516
O 3.2980 3.0667 4.8466 -0.7032
H 3.2400 2.2694 4.3201 0.3212
H 2.9245 3.7497 4.2896 0.4395
O -4.9860 0.5769 -1.6915 -0.7096
H -4.2745 1.1362 -1.3796 0.2512
H -4.9515 0.6539 -2.6449 0.2920
```

As for the total charge: -1. For the electronic energy, the calculation gives -3482.373555 hartree.